# 1
# C4H9BrN3OS

A gas-phase ion, C4H9BrN3OS (charge +1) (ωB97M-V with the def2-TZVPD basis set, the OMol25 dataset).

The geometry in XYZ format:
```
19
Properties=species:S:1:pos:R:3
C -0.87 -0.30 -0.68
C -0.95 -1.72 -0.40
C 0.54 -0.09 1.43
C 0.89 2.11 -2.04
N -0.57 -0.32 2.23
N 0.17 0.31 0.07
N -1.32 -1.43 2.14
O -1.60 0.39 -1.32
S 0.74 1.93 -0.26
Br -0.21 -3.20 2.56
H -1.95 -2.08 -0.46
H -0.04 -2.23 -0.20
H 1.07 0.69 1.83
H 1.35 -0.83 1.22
H 1.76 1.47 -2.46
H 1.29 3.15 -2.11
H 0.13 1.92 -2.68
H -0.55 0.24 3.07
H -2.08 -1.42 2.74
```

The value obtained for the maximum force is 5.1 eV Å⁻¹. As for the total energy: -91676.664 eV. As for the net charge: +1. The calculation puts the gap between HOMO and LUMO (spin up / spin down) at 7.7719 / 5.3456 eV. The energy above the lowest of the compared OMol25 structures with the same formula, charge and spin comes out at 0.0 kcal per mole.

Results of the natural (NBO) charge analysis, in e, for atoms 1 through 6:
1. C 0.52
2. C -0.19
3. C -0.09
4. C -0.78
5. N -0.42
6. N -0.44

# 2
# C4H9BrOSi

2 unconnected molecules or ions with the total composition C4H9BrOSi (ωB97M-V with the def2-TZVPD basis set, the OMol25 dataset).

The geometry in XYZ format:
```
16
Properties=species:S:1:pos:R:3
C -0.47 1.59 0.46
C -2.42 0.15 -0.33
C -0.14 -0.90 -0.08
C -1.14 0.20 0.38
O 0.71 1.66 0.56
Si 3.86 -0.67 -0.57
Br 5.56 0.18 0.60
H -2.98 -0.82 -0.10
H -3.19 0.87 0.00
H -2.29 0.21 -1.41
H -0.23 -1.74 0.53
H 0.76 -0.48 0.19
H -0.44 -1.16 -1.05
H -1.30 0.05 1.39
H 4.79 -1.62 -1.20
H -1.07 2.48 0.63
```

The value obtained for the maximum force is 3.0 eV Å⁻¹. As for the total energy: -84259.777 eV. The calculation puts the gap between HOMO and LUMO at 7.9229 eV. The energy above the lowest of the compared OMol25 structures with the same formula, charge and spin comes out at 53.1 kcal per mole.

Results of the natural (NBO) charge analysis, in e, for atoms 1 through 6:
1. C 0.45
2. C -0.61
3. C -0.61
4. C -0.33
5. O -0.52
6. Si 0.70

# 3
# C4H9CeO3

A molecular structure, C4H9CeO3 (ωB97M-V with the def2-TZVPD basis set, the OMol25 dataset).

The geometry in XYZ format:
```
17
Properties=species:S:1:pos:R:3
O 1.40 -0.76 0.15
C 0.56 -0.37 1.19
C 0.08 1.06 1.04
O -0.43 1.18 -0.29
C -1.05 2.43 -0.57
Ce 0.93 -0.15 -1.91
H 1.05 -0.46 2.18
H -0.34 -1.02 1.21
H 0.91 1.78 1.18
H -0.71 1.30 1.76
H -1.37 2.41 -1.61
H -1.92 2.56 0.09
H -0.34 3.26 -0.41
O -0.02 -2.45 -1.79
C 0.31 -3.26 -0.92
H 1.38 -3.52 -0.79
H -0.42 -3.99 -0.51
```

The value obtained for the maximum force is 2.4 eV Å⁻¹. As for the expectation value of S²: 2.00. As for the total energy: -23356.786 eV. As for the net charge: +1. Its spin multiplicity is 3. The calculation puts the gap between HOMO and LUMO (spin up / spin down) at 5.2925 / 9.6316 eV. The energy above the lowest of the compared OMol25 structures with the same formula, charge and spin comes out at 0.0 kcal per mole.

Results of the Löwdin charge analysis, in e, for atoms 1 through 6:
1. O -0.44
2. C -0.30
3. C -0.18
4. O -0.38
5. C -0.06
6. Ce 1.42

# 4
# C4H9Cl2PS

2 unconnected molecules or ions with the total composition C4H9Cl2PS (ωB97M-V with the def2-TZVPD basis set, the OMol25 dataset).

The geometry in XYZ format:
```
17
Properties=species:S:1:pos:R:3
C 1.22 -0.14 -3.23
C 0.88 1.01 -2.31
C 0.34 0.76 -1.12
C -1.27 -1.22 2.52
P -0.49 0.43 2.79
S 1.40 0.05 3.03
Cl -3.04 -1.14 2.46
Cl -1.55 1.22 4.19
H 0.29 -0.78 -3.44
H 1.59 0.09 -4.19
H 1.81 -0.83 -2.79
H 1.08 1.96 -2.66
H -0.73 0.91 1.47
H -0.04 1.46 -0.42
H 0.18 -0.36 -0.94
H -0.91 -1.44 1.44
H -0.76 -1.97 3.20
```

The value obtained for the maximum force is 4.4 eV Å⁻¹. As for the total energy: -49462.025 eV. The calculation puts the gap between HOMO and LUMO at 9.6701 eV. The energy above the lowest of the compared OMol25 structures with the same formula, charge and spin comes out at 27.9 kcal per mole.

Results of the natural (NBO) charge analysis, in e, for atoms 1 through 6:
1. C -0.64
2. C -0.16
3. C -0.40
4. C -0.76
5. P 0.99
6. S -0.53

# 5
# C4H9Cl3N

A molecular structure, C4H9Cl3N (ωB97M-V with the def2-TZVPD basis set, the OMol25 dataset).

The geometry in XYZ format:
```
17
Properties=species:S:1:pos:R:3
C 0.72 1.71 -0.54
C -1.60 -1.02 0.86
C 0.31 0.53 0.29
C 1.45 -0.87 -0.34
N -1.09 0.09 0.03
Cl 1.40 -2.20 0.73
Cl 0.70 -1.21 -1.90
Cl 3.11 -0.35 -0.54
H 0.18 2.53 -0.17
H 1.76 1.83 -0.41
H 0.52 1.63 -1.66
H -2.01 -0.66 1.73
H -2.44 -1.57 0.36
H -0.77 -1.71 1.13
H 0.59 0.52 1.39
H -0.94 -0.11 -1.06
H -1.89 0.88 0.11
```

The value obtained for the maximum force is 8.1 eV Å⁻¹. As for the expectation value of S²: 2.01. As for the total energy: -43337.229 eV. As for the net charge: +1. Its spin multiplicity is 3. The calculation puts the gap between HOMO and LUMO (spin up / spin down) at 6.1750 / 6.9756 eV. The energy above the lowest of the compared OMol25 structures with the same formula, charge and spin comes out at 58.5 kcal per mole.

Results of the natural (NBO) charge analysis, in e, for atoms 1 through 6:
1. C -0.70
2. C -0.44
3. C 0.04
4. C -0.26
5. N -0.62
6. Cl 0.17

# 6
# C4H9Cl8OSn

A molecular structure, C4H9Cl8OSn (ωB97M-V with the def2-TZVPD basis set, the OMol25 dataset).

The geometry in XYZ format:
```
23
Properties=species:S:1:pos:R:3
Sn 6.42 -2.60 -2.21
O 1.95 -1.27 -0.22
H 1.55 -1.51 0.64
C 0.62 1.45 3.62
Cl -0.40 2.43 4.73
Cl 2.24 1.13 4.37
H 0.17 0.48 3.39
H 0.81 1.95 2.67
C 2.34 4.69 -2.91
Cl 1.47 4.91 -4.46
Cl 1.56 5.79 -1.71
H 2.27 3.65 -2.61
H 3.39 4.93 -3.04
C -1.74 -5.17 2.00
Cl -2.32 -6.77 1.43
Cl -3.17 -4.31 2.74
H -0.95 -5.25 2.74
H -1.30 -4.55 1.22
C -2.83 -0.05 -2.48
Cl -3.68 0.13 -4.05
Cl -3.86 0.52 -1.17
H -2.65 -1.11 -2.33
H -1.90 0.52 -2.36
```

The value obtained for the maximum force is 1.3 eV Å⁻¹. As for the total energy: -112336.111 eV. As for the net charge: +1. The calculation puts the gap between HOMO and LUMO at 3.1373 eV. The energy above the lowest of the compared OMol25 structures with the same formula, charge and spin comes out at 112.8 kcal per mole.

Results of the natural (NBO) charge analysis, in e, for atoms 1 through 6:
1. Sn 1.17
2. O -0.59
3. H 0.42
4. C -0.37
5. Cl -0.01
6. Cl -0.06